w.
C5H39N2O14 | the ωB97M-V functional and the def2-TZVPD basis

Properties
* net charge: +1
* HOMO-LUMO gap: 10.48 eV
* HOMO: -12.85 eV
* 2S+1: 1

```
60
Properties=species:S:1:pos:R:3:nbo_charge:R:1
H -1.28 0.87 -3.92 0.499
H -2.97 0.72 2.58 0.500
H -0.28 -2.30 1.75 0.215
O -1.04 1.16 -3.02 -0.992
H 1.65 0.94 1.15 0.465
H 2.89 0.58 0.07 0.486
H 1.16 3.71 2.55 0.475
O -3.28 0.69 -1.78 -1.013
H -3.38 -2.29 -2.55 0.482
H -3.12 -1.14 -1.61 0.502
H 0.67 3.41 1.10 0.522
C 1.50 -1.01 0.42 -0.149
H 1.50 -0.83 -3.08 0.492
H -2.01 -4.59 0.40 0.222
H -2.26 -3.97 2.04 0.245
H -2.79 -3.04 0.86 0.237
C -0.54 -3.05 1.01 -0.223
H -2.37 0.80 -2.18 0.505
H -2.94 2.02 -0.52 0.510
O 0.14 2.43 -0.30 -1.013
O 2.37 -0.92 -3.50 -0.978
O 2.90 1.36 2.87 -0.989
N -0.44 -2.34 -0.30 -0.580
H 4.12 0.51 -1.93 0.499
O 1.43 3.26 1.75 -0.992
H 0.48 2.75 -1.15 0.515
H -2.26 -1.93 3.91 0.483
H -1.57 -0.81 2.98 0.501
C 0.34 -1.32 -0.56 0.704
H -1.25 -2.59 -0.97 0.466
H -2.39 1.76 1.58 0.502
H 2.30 2.12 2.75 0.493
H 0.22 -3.90 1.04 0.203
C 2.71 -1.88 0.18 -0.665
O 1.53 2.52 -2.76 -1.004
H -3.98 1.01 -2.34 0.497
H -2.80 3.50 -0.30 0.501
H -0.74 0.95 3.07 0.514
O -2.65 -1.85 -2.10 -0.975
H 2.30 -1.49 -4.27 0.478
O -2.50 2.67 0.08 -0.989
O 3.65 1.16 -1.42 -0.986
H 1.11 -1.13 1.44 0.260
C -1.92 -3.68 1.02 -0.657
H 2.63 -2.91 0.58 0.243
H -0.74 0.37 -2.50 0.523
O 0.19 -0.69 -1.63 -0.776
O -0.08 0.22 3.20 -1.002
O -2.29 1.40 2.48 -0.988
H 3.03 -2.22 -0.79 0.252
H -0.82 2.21 -0.39 0.509
H 0.91 1.84 -3.04 0.517
H 1.23 0.93 -0.40 0.468
H 3.17 1.77 -1.99 0.509
H 3.63 -1.55 0.64 0.241
O -2.31 -1.42 3.11 -1.005
N 1.87 0.45 0.28 -0.732
H 0.21 0.31 4.12 0.484
H 1.93 3.07 -3.43 0.507
H 3.28 1.40 3.74 0.480
```

---

x.
C5H39N2O14 | the ωB97M-V functional and the def2-TZVPD basis

Properties
* net charge: +1
* HOMO-LUMO gap: 9.51 eV
* HOMO: -11.62 eV
* 2S+1: 1

```
60
Properties=species:S:1:pos:R:3:nbo_charge:R:1
H -4.05 2.00 -0.67 0.506
N 0.03 0.64 0.51 -0.664
H -2.75 -1.24 0.72 0.504
O 3.80 1.34 0.45 -0.989
O -4.17 1.44 0.17 -1.019
O -2.06 1.10 2.43 -0.968
C -0.39 1.73 -1.70 0.502
N 0.31 -1.86 2.21 -0.734
O -2.27 -1.39 1.54 -0.995
H -5.10 1.65 0.44 0.491
H -0.45 -4.09 -0.79 0.518
C 0.25 1.78 -0.34 -0.173
H 0.14 -1.24 -0.42 0.216
C 0.78 -0.57 0.14 -0.262
C 1.42 -1.16 1.40 -0.232
H 2.13 -1.78 -2.85 0.510
H -2.09 -2.33 -1.66 0.507
H 1.96 0.42 3.94 0.512
H 0.42 -1.75 3.22 0.456
H 3.50 0.99 2.17 0.501
H 1.35 1.86 -0.54 0.231
H -1.22 3.25 0.53 0.216
H 0.40 3.01 1.39 0.235
H 3.53 -1.50 -3.21 0.483
O -1.75 -3.19 -2.06 -0.998
H -0.94 0.41 0.64 0.392
H 1.87 -0.21 1.82 0.260
H 3.50 1.56 -0.42 0.513
O 3.34 1.17 3.11 -0.980
H 0.17 -2.85 2.14 0.423
O 1.08 0.04 4.18 -1.004
H -0.14 2.47 -2.47 0.165
O -1.22 0.82 -1.97 -0.659
O 2.86 -1.18 -2.58 -0.992
H 4.64 0.86 0.54 0.501
O 0.40 -3.81 -0.50 -0.988
H 0.76 0.64 4.83 0.476
H 0.43 -3.16 -3.46 0.485
O 1.27 -3.27 -3.07 -0.959
O -2.94 -0.75 -0.88 -1.025
H -1.47 1.46 3.07 0.488
H 2.30 0.47 -2.82 0.520
H 0.45 3.85 -0.15 0.222
H -0.63 -1.52 1.85 0.475
H -3.88 3.15 -2.50 0.488
H 0.90 -4.42 0.04 0.487
H -2.23 -0.13 -1.18 0.498
H -2.54 -0.63 2.06 0.506
H 2.10 1.95 -3.51 0.488
H -2.56 -3.25 -2.67 0.488
H 4.07 1.62 3.46 0.488
C -0.10 3.08 0.36 -0.609
H -2.77 2.25 -2.32 0.495
O 1.88 1.35 -2.79 -1.014
H 1.67 -0.18 -0.47 0.225
H 1.06 -3.62 -2.23 0.495
H -3.41 -0.04 -0.41 0.504
H -2.57 1.86 2.07 0.501
O -3.28 2.88 -1.80 -0.933
H 2.19 -1.96 1.02 0.224
```

---

Bottom line: w, by a margin of 38.8 kcal/mol.